[1]
The following is a DFT calculation (ωB97M-V/def2-TZVPD) of 15 unconnected molecules or ions with the total composition C50H88N20O7P3 in a non-equilibrium geometry.

Calculated values
E ... -125251.8747 eV
Net charge ... +1
HOMO level ... -10.6 eV
E_LUMO ... -3.3 eV
Gap between HOMO and LUMO ... 7.24 eV

Each line ends with the Löwdin charge.
Atoms and positions in Å:
C -3.117 5.152 2.354  0.0568
C -2.122 4.289 2.434  -0.0960
C -0.961 3.167 2.455  -0.1828
C -1.724 1.729 2.363  -0.1897
C -0.714 0.607 3.020  -0.1618
N 0.224 0.094 2.014  -0.0279
C -0.363 -0.675 0.926  -0.1335
N -1.675 -1.038 0.824  0.1757
C -2.231 -1.848 -0.320  -0.1537
O -1.724 -3.196 -0.398  -0.1841
C -2.755 -4.154 -0.777  -0.1418
C -3.342 -3.923 -2.269  -0.1717
O -3.740 -5.244 -2.761  -0.2058
C -4.588 -5.136 -3.934  -0.2459
C -3.732 -4.916 -5.320  -0.0926
N 0.497 -1.195 -0.146  -0.0532
N 0.494 -0.516 -1.331  -0.1288
C -0.252 0.748 -1.422  -0.0745
C 0.545 -1.328 -2.563  -0.2974
C 1.891 -1.164 -3.481  0.0032
O -0.308 -2.176 -2.979  0.0547
C 1.810 -1.721 0.310  -0.2881
P 1.552 -3.475 1.067  0.8298
O 0.202 -3.641 1.810  -0.4729
C 2.626 -0.718 1.305  -0.3870
C 3.915 -1.391 1.997  -0.2183
C 4.809 -2.379 1.109  -0.1910
C 5.200 -1.891 -0.374  -0.1430
C 5.193 -3.225 -1.335  -0.2499
O 6.016 -4.305 -0.821  -0.2395
C 5.391 -5.545 -1.325  -0.1067
P 3.136 0.938 0.483  0.7548
N 2.189 2.183 0.941  -0.1819
O 3.103 0.934 -1.223  -0.2334
O 4.735 1.427 0.961  -0.2239
C 1.531 -0.425 2.508  -0.3399
P 2.448 0.606 3.810  0.7490
N 2.668 -0.335 5.126  -0.3176
H -4.123 5.690 2.275  0.0469
H -0.260 3.221 1.528  0.0955
H -0.389 3.170 3.456  0.1063
H -2.058 1.461 1.298  0.1012
H -2.661 1.719 3.068  0.0852
H -1.422 -0.269 3.341  0.1416
H -0.324 1.070 3.979  0.1098
H -2.365 -0.757 1.537  0.1215
H -3.388 -1.941 -0.170  0.1370
H -2.092 -1.361 -1.351  0.1270
H -3.575 -4.236 0.042  0.1424
H -2.237 -5.199 -0.798  0.1538
H -4.323 -3.306 -2.157  0.1253
H -2.588 -3.407 -2.990  0.1316
H -5.404 -4.325 -3.858  0.1169
H -5.116 -6.164 -4.072  0.1274
H -3.956 -3.851 -5.692  0.0717
H -4.048 -5.654 -6.152  0.0532
H -2.595 -5.025 -5.161  0.0878
H -0.016 1.222 -2.468  0.0412
H -1.400 0.690 -1.360  0.0973
H 0.062 1.574 -0.656  0.0968
H 1.828 -1.736 -4.472  0.0977
H 2.774 -1.641 -2.881  0.0769
H 2.189 -0.054 -3.623  0.0568
H 2.462 -1.891 -0.628  0.1058
H 1.551 -4.452 -0.013  0.0422
H 2.566 -3.789 2.065  0.0434
H 4.654 -0.636 2.490  0.1184
H 3.511 -2.020 2.898  0.1147
H 4.406 -3.465 1.005  0.0870
H 5.821 -2.507 1.681  0.1422
H 4.471 -1.165 -0.878  0.0762
H 6.308 -1.533 -0.388  0.1367
H 5.380 -2.971 -2.448  0.1381
H 4.084 -3.603 -1.289  0.0995
H 4.786 -5.379 -2.296  0.0983
H 6.198 -6.344 -1.599  0.1033
H 4.669 -6.016 -0.535  0.1091
H 1.753 2.626 0.118  -0.0256
H 2.380 1.491 -1.601  0.0398
H 4.654 2.268 1.500  0.0770
H 1.302 -1.450 3.024  0.1431
H 1.703 1.755 4.292  0.0019
H 3.682 1.124 3.304  -0.0073
H 2.165 0.149 5.909  -0.0306
C 9.295 -5.280 -0.444  -0.0558
C 10.055 -6.304 -1.242  -0.2213
N 10.660 -7.119 -1.877  0.1188
H 9.517 -5.396 0.618  0.0840
H 9.581 -4.275 -0.760  0.0840
H 8.222 -5.409 -0.599  0.0423
C 3.444 5.645 3.141  -0.0643
C 3.512 4.376 3.944  -0.2063
N 3.568 3.363 4.580  0.0888
H 2.436 5.779 2.743  0.0774
H 3.694 6.499 3.773  0.0873
H 4.154 5.594 2.311  0.0012
C 14.112 -6.656 -2.376  -0.0906
C 15.477 -6.076 -2.118  -0.2484
N 16.561 -5.615 -1.913  0.1001
H 14.089 -7.703 -2.068  0.0750
H 13.360 -6.102 -1.811  0.0508
H 13.876 -6.592 -3.440  0.0759
C -6.044 -1.356 1.544  -0.0535
C -5.221 -0.349 2.302  -0.2010
N -4.567 0.454 2.904  0.1355
H -7.065 -0.988 1.425  0.0865
H -5.609 -1.524 0.556  0.0580
H -6.067 -2.302 2.089  0.0870
C -0.332 2.113 -6.055  -0.0318
C 0.304 2.238 -4.697  -0.1656
N 0.810 2.338 -3.616  0.1210
H 0.388 2.383 -6.829  0.0877
H -0.662 1.084 -6.217  0.0870
H -1.195 2.778 -6.123  0.0902
C -4.977 -6.419 -9.216  -0.0733
C -3.614 -5.847 -8.931  -0.2508
N -2.520 -5.392 -8.711  0.1065
H -5.013 -7.465 -8.906  0.0791
H -5.736 -5.857 -8.669  0.0749
H -5.189 -6.357 -10.285  0.0787
C 4.852 5.403 -1.157  -0.0925
C 5.461 5.555 0.210  -0.2057
N 5.947 5.676 1.298  0.1152
H 5.581 5.675 -1.920  0.0441
H 4.544 4.368 -1.313  0.0452
H 3.979 6.053 -1.250  0.0829
C -5.286 4.640 5.434  -0.0685
C -6.553 4.796 4.639  -0.2339
N -7.563 4.922 4.008  0.1095
H -5.452 3.958 6.270  0.0808
H -4.495 4.237 4.798  0.0510
H -4.970 5.610 5.824  0.0607
C -9.266 7.682 6.370  -0.0643
C -7.773 7.684 6.553  -0.2319
N -6.578 7.693 6.704  0.1053
H -9.759 7.636 7.343  0.0804
H -9.578 8.593 5.855  0.0805
H -9.566 6.817 5.777  0.0633
C -10.847 3.905 3.062  -0.0748
C -12.063 4.790 3.009  -0.2215
N -13.029 5.493 2.967  0.1223
H -11.122 2.916 3.433  0.0771
H -10.417 3.804 2.063  0.0779
H -10.099 4.340 3.728  0.0332
C 4.446 2.224 -4.624  -0.0590
C 5.249 3.247 -3.867  -0.1810
N 5.888 4.059 -3.265  0.1279
H 3.423 2.581 -4.759  0.0519
H 4.895 2.050 -5.603  0.0831
H 4.425 1.284 -4.069  0.0642
C 9.663 -10.350 -0.519  -0.0903
C 9.006 -11.667 -0.205  -0.2485
N 8.483 -12.714 0.045  0.1016
H 10.534 -10.206 0.123  0.0759
H 9.983 -10.334 -1.562  0.0723
H 8.958 -9.534 -0.350  0.0620
C -4.614 9.142 1.576  -0.0732
C -3.919 8.289 0.549  -0.2540
N -3.363 7.612 -0.279  0.1010
H -5.617 8.754 1.764  0.0766
H -4.048 9.134 2.509  0.0777
H -4.691 10.169 1.214  0.0785
C -15.591 7.463 3.082  -0.1121
C -16.807 8.349 3.029  -0.2509
N -17.774 9.053 2.987  0.0956
H -15.867 6.475 3.453  0.0670
H -15.162 7.362 2.083  0.0639
H -14.844 7.898 3.748  0.0672

***

[2]
The following is a DFT calculation (ωB97M-V/def2-TZVPD) of 14 unconnected molecules or ions with the total composition C51H104Cl10NO16S8 in a non-equilibrium geometry.

Calculated values
Expectation value of S² ... 0.758
E ... -300705.2554 eV
Multiplicity ... 2
Net charge ... +2
HOMO level (spin up / spin down) ... -12.5 / -12.5 eV
E_LUMO (spin up / spin down) ... -4.3 / -11.0 eV
Gap between HOMO and LUMO (spin up / spin down) ... 8.21 / 1.48 eV

Each line ends with the Löwdin charge.
Atoms and positions in Å:
C 0.947 -2.745 -0.898  -0.1179
C 0.881 -2.561 0.541  -0.2484
C 0.031 -1.315 0.966  -0.1717
C 0.546 0.078 0.716  -0.0632
N -0.526 1.265 0.964  -0.1717
C -1.991 1.015 0.365  -0.0625
C -2.571 2.412 0.254  -0.1461
C -1.378 3.369 -0.087  -0.1264
C -0.096 2.478 0.219  -0.1086
C -0.610 1.548 2.495  -0.0051
H 1.890 -2.294 -1.209  0.0801
H 0.205 -2.257 -1.529  0.0659
H 0.762 -3.801 -1.097  0.0716
H 1.898 -2.369 0.883  0.1167
H 0.475 -3.492 0.937  0.0979
H -0.066 -1.368 2.050  0.0889
H -0.913 -1.420 0.432  0.1051
H 1.002 0.161 -0.271  0.1312
H 1.345 0.264 1.434  0.1215
H -2.607 0.338 0.957  0.1150
H -1.763 0.582 -0.610  0.0950
H -3.152 2.770 1.104  0.1008
H -3.339 2.484 -0.515  0.0965
H -1.171 4.285 0.467  0.0349
H -1.315 3.583 -1.154  0.0900
H 0.693 2.960 0.796  0.1236
H 0.332 2.244 -0.756  0.1297
H -1.185 2.462 2.642  0.0630
H 0.417 1.784 2.775  0.0647
H -0.803 0.742 3.203  0.0829
C 6.554 -4.759 -4.200  -0.2450
C 6.385 -6.034 -3.412  -0.2270
C 5.525 -5.985 -2.123  -0.1686
S 5.314 -4.153 -1.776  0.6948
O 5.855 -3.878 -0.491  -0.3298
O 4.086 -3.593 -2.289  -0.3560
C 6.519 -3.659 -3.198  -0.2054
H 5.800 -4.552 -4.960  0.1136
H 7.513 -4.900 -4.698  0.1230
H 7.383 -6.349 -3.106  0.1126
H 6.120 -6.830 -4.107  0.1212
H 6.160 -6.368 -1.323  0.0949
H 4.582 -6.509 -2.279  0.0891
H 7.481 -3.680 -2.688  0.0937
H 6.415 -2.636 -3.561  0.1010
C 2.583 -7.401 2.534  -0.2230
C 1.389 -6.482 2.490  -0.2429
C 0.645 -6.875 1.177  -0.2316
S 1.806 -7.435 -0.072  0.7128
O 2.092 -6.264 -0.918  -0.3553
O 1.450 -8.717 -0.643  -0.3000
C 3.221 -7.631 1.129  -0.1588
H 2.058 -8.324 2.783  0.1144
H 3.188 -7.140 3.402  0.1205
H 1.829 -5.510 2.268  0.0977
H 0.643 -6.470 3.285  0.1073
H -0.101 -6.185 0.784  0.1006
H 0.095 -7.730 1.570  0.1035
H 3.877 -6.775 0.973  0.0931
H 3.716 -8.602 1.100  0.1087
C 1.498 -4.304 -6.561  -0.2010
C 1.502 -3.808 -5.118  -0.2044
C 1.399 -5.034 -4.112  -0.1588
S 1.166 -6.608 -5.179  0.7382
O 0.108 -7.491 -4.689  -0.3448
O 2.498 -7.195 -5.620  -0.3788
C 0.641 -5.644 -6.616  -0.2163
H 2.556 -4.310 -6.823  0.1115
H 1.003 -3.564 -7.189  0.0998
H 0.676 -3.102 -5.034  0.0829
H 2.491 -3.362 -5.009  0.1028
H 0.423 -5.007 -3.628  0.0811
H 2.206 -5.193 -3.396  0.0620
H -0.429 -5.501 -6.467  0.0923
H 0.673 -6.306 -7.481  0.1026
C -1.584 -0.459 -6.094  -0.1859
C -2.288 -1.807 -5.694  -0.1941
C -3.420 -1.451 -4.652  -0.1713
S -2.547 -0.138 -3.529  0.7132
O -1.923 -0.865 -2.416  -0.3779
O -3.457 1.003 -3.293  -0.3815
C -1.275 0.355 -4.770  -0.1870
H -2.207 0.073 -6.814  0.1098
H -0.691 -0.668 -6.683  0.1053
H -1.573 -2.525 -5.294  0.0913
H -2.777 -2.199 -6.586  0.1125
H -3.727 -2.265 -3.995  0.0665
H -4.285 -0.988 -5.127  0.0983
H -0.350 -0.059 -4.369  0.0914
H -1.244 1.442 -4.846  0.0964
C -3.845 -1.710 5.925  -0.1929
C -4.237 -2.248 4.598  -0.1981
C -5.258 -1.376 3.900  -0.0983
S -4.744 0.387 4.357  0.8124
O -5.937 1.186 4.295  -0.2035
O -3.543 0.792 3.579  -0.2133
C -4.332 -0.252 6.047  -0.1502
H -2.783 -1.717 6.171  0.0984
H -4.290 -2.348 6.688  0.1381
H -4.538 -3.295 4.630  0.1529
H -3.365 -2.077 3.968  0.1166
H -6.234 -1.509 4.368  0.1291
H -5.346 -1.355 2.814  0.1212
H -5.301 -0.356 6.535  0.1293
H -3.620 0.374 6.586  0.0752
C 0.158 -4.258 6.770  -0.2283
C 1.165 -4.685 5.724  -0.1835
C 0.913 -3.600 4.610  -0.2295
S 0.515 -1.964 5.359  0.7057
O -0.759 -1.581 4.807  -0.3655
O 1.661 -1.053 5.444  -0.3188
C 0.290 -2.730 7.026  -0.1847
H 0.135 -5.009 7.561  0.1233
H -0.777 -4.538 6.286  0.1062
H 1.118 -5.698 5.324  0.1054
H 2.181 -4.460 6.047  0.1207
H 0.098 -3.804 3.916  0.0853
H 1.610 -3.518 3.776  0.0897
H -0.379 -2.214 7.715  0.1018
H 1.240 -2.626 7.550  0.1028
C 1.024 7.486 -5.075  -0.1914
C 2.222 7.851 -4.176  -0.2382
C 1.978 7.289 -2.827  -0.2379
S 1.245 5.643 -3.093  0.6784
O 0.245 5.353 -2.116  -0.3475
O 2.267 4.622 -3.321  -0.3408
C 0.403 6.122 -4.668  -0.1813
H 1.251 7.389 -6.137  0.1131
H 0.294 8.293 -5.020  0.1143
H 2.278 8.935 -4.075  0.1230
H 3.128 7.484 -4.658  0.1218
H 1.172 7.908 -2.432  0.1050
H 2.753 7.526 -2.098  0.1200
H -0.617 6.158 -4.286  0.0874
H 0.515 5.238 -5.296  0.0998
C 6.083 0.871 1.229  -0.2274
C 6.388 1.952 0.250  -0.2130
C 5.184 2.932 0.358  -0.2165
S 4.577 2.900 2.048  0.6612
O 3.174 2.502 2.047  -0.3639
O 4.984 4.108 2.655  -0.3284
C 5.825 1.566 2.621  -0.1540
H 7.064 0.398 1.267  0.1198
H 5.215 0.225 1.099  0.1212
H 6.373 1.402 -0.690  0.1176
H 7.310 2.531 0.301  0.1287
H 4.321 2.507 -0.153  0.0909
H 5.248 3.982 0.073  0.1081
H 5.435 1.041 3.493  0.0924
H 6.683 2.098 3.032  0.0977
Cl -7.853 1.509 -2.427  0.5667
C -7.471 0.408 -1.070  -0.6328
C -5.974 0.062 -1.049  -0.6093
Cl -5.731 -1.512 -1.923  0.5697
H -8.156 -0.407 -1.301  0.0540
H -7.675 0.960 -0.152  0.0679
H -5.572 -0.137 -0.056  0.0431
H -5.379 0.868 -1.477  0.0369
Cl 2.819 7.042 3.334  0.5903
C 1.242 6.203 3.433  -0.6346
C 1.523 4.944 4.277  -0.5993
Cl 0.067 3.922 4.684  0.5579
H 0.885 5.978 2.428  0.0581
H 0.487 6.839 3.896  0.0579
H 1.978 5.348 5.181  0.0679
H 2.178 4.294 3.697  0.0325
Cl -4.009 5.764 -2.077  0.5593
C -4.708 4.382 -2.948  -0.6821
C -5.891 4.658 -3.802  -0.6808
Cl -7.090 5.591 -2.906  0.5664
H -5.007 3.769 -2.098  0.0419
H -3.971 3.824 -3.525  0.0711
H -6.384 3.791 -4.241  0.0639
H -5.711 5.107 -4.779  0.0786
Cl -2.581 6.533 5.335  0.5590
C -3.461 5.229 4.476  -0.6621
C -4.344 4.385 5.458  -0.5379
Cl -3.448 2.967 6.206  0.5919
H -2.757 4.667 3.863  0.0153
H -4.127 5.685 3.743  0.0531
H -5.236 4.025 4.945  0.0660
H -4.648 5.096 6.226  0.0655
Cl -4.904 8.545 0.851  0.5885
C -3.326 8.726 0.172  -0.6881
C -2.276 8.046 1.067  -0.6094
Cl -2.506 6.281 1.233  0.5849
H -3.259 9.814 0.134  0.0709
H -3.264 8.301 -0.829  0.0422
H -2.172 8.502 2.052  0.0736
H -1.293 8.127 0.605  0.0654